Entry 1:
The following is a DFT calculation (ωB97M-V/def2-TZVPD) of a structure of composition C11H18F6N6O2PSV.

The geometry in XYZ format:
```
46
Properties=species:S:1:pos:R:3:nbo_charge:R:1
V -0.108 0.282 0.403 1.226
S 3.674 -1.259 -1.146 0.508
P -2.816 -0.810 -0.334 2.646
F -2.229 0.171 0.974 -0.539
F -2.261 -2.023 0.479 -0.525
F -2.917 0.595 -1.105 -0.557
F -3.024 -1.616 -1.630 -0.515
F -4.248 -0.799 0.220 -0.519
F -0.979 -0.633 -0.887 -0.424
O 0.209 -1.255 1.591 -0.509
O -0.671 2.898 2.725 -0.602
N -0.663 1.372 4.432 -0.380
N 1.087 3.831 0.258 -0.365
N 1.497 0.099 -0.128 -0.443
N -0.381 2.000 -0.061 -0.633
N -1.153 4.175 -0.175 -0.343
N 0.003 0.769 2.274 -0.535
C -2.533 3.725 0.026 -0.447
C 2.482 -0.495 -0.564 0.179
C -1.198 2.370 5.363 -0.415
C -0.080 -0.911 3.981 -0.384
C 2.299 3.092 -0.071 -0.415
C -0.986 5.525 -0.706 -0.418
C 0.063 -0.538 2.640 0.636
C -0.446 0.097 4.828 0.187
C -0.129 3.353 0.009 0.711
C -0.472 1.766 3.107 0.793
C 1.280 5.058 1.027 -0.415
H 2.581 2.403 0.727 0.210
H -0.602 -0.102 5.881 0.254
H -2.601 3.084 0.904 0.234
H -1.750 5.686 -1.466 0.242
H 3.105 3.810 -0.207 0.246
H -1.355 1.880 -0.378 0.447
H 1.579 5.896 0.396 0.226
H 0.375 5.315 1.571 0.235
H -0.016 5.635 -1.181 0.230
H -1.107 6.287 0.064 0.230
H 2.167 2.554 -1.006 0.220
H -2.929 3.210 -0.854 0.228
H -0.898 2.119 6.376 0.235
H -0.817 3.351 5.101 0.250
H -2.286 2.394 5.305 0.234
H 0.057 -1.932 4.300 0.285
H 2.073 4.881 1.752 0.235
H -3.154 4.598 0.204 0.256
```

Output
2S+1 = 1
energy relative to the best compared isomer or geometry (same formula, charge and spin) = 9.9 kcal/mol
HOMO energy = -0.580 Eh
total charge = +2

***

Entry 2:
The following is a DFT calculation (ωB97M-V/def2-TZVPD) of a structure of composition C11H18HgN3O6P.

The geometry in XYZ format:
```
40
Properties=species:S:1:pos:R:3:nbo_charge:R:1
Hg 1.237 1.756 -1.987 1.559
P -0.187 -0.413 0.393 2.434
O 3.197 2.392 0.360 -0.282
O 3.153 -0.533 -2.982 -0.277
O -0.713 4.003 -0.993 -0.282
O 0.099 0.224 -0.798 -1.285
O 2.709 3.809 -3.816 -0.260
O -0.758 1.081 -4.339 -0.283
N 1.286 -1.033 1.094 -0.780
N -0.952 0.715 1.509 -0.780
N -1.375 -1.608 -0.164 -0.775
C 1.959 -0.079 2.037 -0.408
C -0.790 -2.910 -0.649 -0.421
C -0.010 3.170 -1.350 0.359
C -2.099 1.524 0.937 -0.411
C -1.462 0.055 2.748 -0.433
C -0.038 1.315 -3.475 0.364
C 2.166 3.052 -3.148 0.320
C 2.442 0.290 -2.613 0.363
C 1.229 -2.378 1.761 -0.426
C 2.470 2.145 -0.490 0.358
C -2.252 -1.099 -1.274 -0.405
H -0.572 -3.548 0.200 0.221
H 1.818 0.936 1.681 0.178
H 1.304 -3.165 1.022 0.222
H -2.730 -0.166 -0.980 0.203
H -1.484 -3.469 -1.273 0.232
H -2.225 -0.687 2.461 0.208
H -1.903 0.771 3.441 0.233
H 2.049 -2.537 2.461 0.235
H -3.043 -1.814 -1.512 0.239
H -0.650 -0.455 3.258 0.206
H 0.118 -2.684 -1.244 0.169
H -2.320 2.384 1.573 0.231
H 1.502 -0.157 3.036 0.210
H 3.025 -0.292 2.127 0.227
H -3.001 0.897 0.884 0.208
H -1.640 -0.930 -2.168 0.157
H 0.272 -2.440 2.323 0.203
H -1.830 1.880 -0.053 0.167
```

Output
2S+1 = 1
energy relative to the best compared isomer or geometry (same formula, charge and spin) = 189.6 kcal/mol
HOMO energy = -0.546 Eh
total charge = +2

***

Entry 3:
The following is a DFT calculation (ωB97M-V/def2-TZVPD) of the ion C11H18N3 with charge +1.

The geometry in XYZ format:
```
32
Properties=species:S:1:pos:R:3:nbo_charge:R:1
N 0.528 -1.509 1.328 -0.452
N -0.820 0.864 0.469 -0.637
N 2.651 -1.545 1.628 -0.421
C 2.204 -0.583 2.425 -0.051
C -2.234 0.935 -2.294 -0.419
C -0.933 -1.309 -1.621 -0.608
C 1.648 -2.130 0.882 0.222
C 1.048 1.244 -1.050 -0.569
C -1.041 0.202 -1.765 -0.112
C -0.213 0.940 -0.685 0.233
C -0.399 1.439 1.714 -0.184
C -0.981 0.711 -3.146 -0.407
C 0.814 -0.534 2.291 0.194
C -0.255 0.301 2.803 -0.455
H 3.555 -1.760 1.504 0.431
H 1.694 1.737 -0.357 0.198
H -1.100 2.105 2.050 0.207
H -1.528 -1.855 -0.920 0.196
H -1.808 0.917 0.581 0.397
H -0.309 -1.683 0.811 0.459
H -0.330 1.549 -3.324 0.229
H 1.295 0.959 -2.052 0.226
H 1.701 -2.680 0.004 0.251
H 0.115 -1.490 -1.421 0.193
H -3.224 0.415 -2.461 0.236
H -2.302 1.912 -1.793 0.221
H -0.887 0.020 -3.983 0.228
H 0.563 1.991 1.509 0.209
H -1.130 -0.246 2.746 0.233
H 0.071 0.750 3.748 0.255
H -1.116 -1.740 -2.662 0.240
H 2.723 0.073 3.042 0.254
```

Output
2S+1 = 1
energy relative to the best compared isomer or geometry (same formula, charge and spin) = 56.1 kcal/mol
HOMO energy = -0.416 Eh
total charge = +1